# 1
This record from the OMol25 dataset describes a molecular structure, C4H12Br3N4 in a non-equilibrium geometry. The level of theory is the ωB97M-V functional and the def2-TZVPD basis.

Summary:
**HOMO-LUMO gap**: 8.330 eV
**Net charge**: +1
**HOMO level**: -12.83 eV
**M**: 355.9 g mol⁻¹

The geometry in XYZ format:
```
23
Properties=species:S:1:pos:R:3:forces:R:3:mulliken_charge:R:1
N 3.351038 0.660741 -0.744763 -0.355 0.110 0.136 -0.670
C 2.174634 0.967558 0.098459 0.862 -0.378 -0.900 -0.397
C 1.110187 -0.082813 -0.186226 -0.044 0.870 -0.301 -0.393
N -0.117105 0.382628 -0.964765 -0.771 -0.679 1.758 -0.101
C -0.993205 1.235093 -0.449433 0.123 0.475 -0.413 0.283
N -2.317403 0.877336 -0.349382 0.910 -0.716 0.063 -0.376
N -0.632750 2.486119 -0.028114 0.146 0.031 -0.529 -0.323
H 4.146751 1.208568 -0.445583 0.101 -0.008 0.082 0.249
H 3.146462 0.969960 -1.687697 0.142 -0.087 -0.155 0.217
H 1.831882 1.970985 -0.116712 -0.387 0.222 0.365 0.326
H 2.489283 0.881867 1.128928 -0.061 0.131 0.291 0.370
H 1.566948 -0.861385 -0.777256 -0.002 -0.234 -0.184 0.509
H 0.688456 -0.515561 0.711525 0.057 -0.135 0.216 0.090
H -0.642011 -0.457820 -1.201104 0.291 -0.104 -0.638 0.133
H -2.376868 -0.111668 -0.131375 -0.461 -0.213 -0.365 0.221
H -2.867080 1.132051 -1.162966 -0.496 0.537 0.438 0.308
H -0.413590 3.207275 -0.690773 0.612 -0.089 -0.090 0.252
H -0.509673 2.692550 0.944204 -0.655 0.149 0.274 0.242
C -2.054230 -3.350603 1.225158 0.065 -0.132 0.069 -0.285
Br -1.528493 -1.775155 2.206049 -0.038 0.093 0.062 -0.058
Br -1.632381 -3.147749 -0.651209 -0.007 0.023 -0.061 -0.039
Br -1.292697 -4.938281 1.968024 0.010 0.094 -0.078 0.032
H -3.128154 -3.431698 1.305009 -0.042 0.040 -0.038 0.411
```
Positions in Å, forces in eV/Å.

=====

# 2
This record from the OMol25 dataset describes a molecular structure, C23H32Cl2N2RuS5 in a non-equilibrium geometry. The level of theory is the ωB97M-V functional and the def2-TZVPD basis.

Summary:
**Multiplicity**: 6
**HOMO-LUMO gap (alpha / beta)**: 8.635 / 5.958 eV
**⟨S²⟩**: 8.778
**Net charge**: +1
**HOMO level (alpha / beta)**: -10.69 / -10.65 eV
**M**: 668.8 g mol⁻¹

The geometry in XYZ format:
```
65
Properties=species:S:1:pos:R:3:forces:R:3:lowdin_spin:R:1
Ru 0.608338 -0.095727 0.112650 0.402 -1.378 -0.412 3.496
C -0.127648 -2.844367 1.742003 -0.067 -0.178 -0.010 0.004
N -0.155069 -1.426226 2.158526 -0.098 0.149 -0.266 0.108
C -1.513013 -0.937661 2.413144 -0.219 0.006 -0.123 0.006
C -2.409858 -1.040800 1.195772 0.080 -0.122 0.232 0.005
N -1.933043 -0.262871 0.033936 0.207 0.265 -0.024 0.084
C -2.406095 1.131287 0.119349 -0.112 0.071 0.081 0.006
C -2.406319 -0.893903 -1.185646 0.047 -0.102 -0.185 0.025
C -3.755513 -0.862295 -1.517456 -0.072 0.073 0.042 -0.001
C -4.225200 -1.506602 -2.649534 -0.002 0.004 -0.034 0.025
C -3.343106 -2.207555 -3.460364 0.011 -0.036 -0.019 -0.002
C -2.000237 -2.251973 -3.136852 0.026 0.049 0.050 0.029
C -1.515899 -1.594617 -2.001704 -0.084 0.073 0.050 0.039
S 0.202248 -1.694079 -1.669089 0.296 0.306 0.642 0.366
C 0.703731 -1.262285 3.307551 0.337 0.138 0.068 0.028
C 0.271740 -1.492053 4.606784 -0.143 0.015 -0.022 0.000
C 1.157590 -1.397189 5.669438 0.019 0.014 0.046 0.027
C 2.491759 -1.086885 5.442285 -0.005 -0.019 0.019 -0.001
C 2.936074 -0.867698 4.151427 -0.076 0.024 -0.105 0.031
C 2.045459 -0.941180 3.078243 -0.236 0.022 0.097 0.043
S 2.625332 -0.641699 1.464375 -0.480 0.205 -0.845 0.377
H -0.676569 -3.469540 2.456039 0.023 0.048 0.036 0.001
H 0.904705 -3.183286 1.701421 0.028 0.054 0.000 0.000
H -0.551809 -2.969096 0.748653 -0.019 0.031 0.033 0.002
H -1.436388 0.098589 2.745543 -0.018 -0.021 0.077 0.000
H -2.010142 -1.512721 3.202628 0.040 0.024 0.034 0.003
H -3.409057 -0.702388 1.492707 -0.033 -0.024 -0.083 0.001
H -2.502009 -2.083920 0.898236 -0.007 0.023 -0.051 0.000
H -3.489207 1.183605 0.266812 0.020 -0.006 -0.027 0.002
H -2.151570 1.653615 -0.798407 -0.044 0.018 -0.002 0.000
H -1.931513 1.645853 0.951407 0.018 -0.036 0.029 0.001
H -4.458450 -0.332688 -0.885792 0.027 -0.013 -0.005 0.000
H -5.277118 -1.461922 -2.896983 -0.001 -0.016 0.020 0.002
H -3.702232 -2.726862 -4.338807 0.000 0.025 -0.006 -0.001
H -1.297736 -2.796501 -3.754553 -0.032 -0.012 -0.026 0.003
H -0.758021 -1.761249 4.802325 0.031 0.008 0.026 0.000
H 0.804544 -1.581185 6.675257 0.004 0.002 -0.004 0.002
H 3.186724 -1.024095 6.268833 -0.013 -0.001 0.006 -0.001
H 3.972987 -0.632909 3.948953 0.005 0.007 0.042 0.003
C 2.459896 -0.082250 -4.028451 0.014 0.347 -0.050 0.005
C 3.588889 0.309614 -3.074400 -0.216 -0.112 0.144 0.019
S 3.138579 0.413886 -1.304170 0.075 0.252 -0.053 0.097
C 3.076582 2.199049 -0.965536 0.068 -0.383 -0.158 0.002
C 2.033365 2.965204 -1.747037 -0.264 0.011 0.076 0.006
S 0.334923 2.351314 -1.448592 0.185 0.072 0.029 0.064
C -0.396456 2.424731 -3.122742 0.034 -0.408 0.201 0.010
C -0.091055 1.262333 -4.056651 0.332 0.115 -0.117 0.002
S 1.581866 1.316251 -4.798773 -0.146 -0.130 0.111 0.000
H 1.728033 -0.696997 -3.514100 -0.016 -0.126 -0.067 0.004
H 2.871126 -0.660098 -4.855182 0.041 -0.019 0.030 0.000
H 4.060203 1.253721 -3.347383 0.010 -0.011 -0.054 0.002
H 4.355681 -0.464690 -3.093858 0.039 0.024 -0.011 0.001
H 4.066066 2.613751 -1.160367 -0.006 0.061 0.052 0.001
H 2.889129 2.240054 0.107771 0.099 0.090 0.047 0.000
H 2.202835 2.879532 -2.815736 0.078 0.030 -0.067 0.000
H 2.058936 4.017743 -1.461733 -0.009 -0.010 -0.010 0.001
H -0.089251 3.375164 -3.558003 -0.030 0.042 0.049 0.003
H -1.471422 2.470781 -2.938340 -0.015 0.048 -0.029 0.000
H -0.777739 1.305035 -4.902748 -0.086 -0.007 0.059 0.000
H -0.222190 0.304197 -3.556189 -0.029 0.016 -0.019 0.002
Cl 0.637404 2.112607 1.833681 0.102 0.464 0.332 0.043
C 0.117467 2.876319 3.362823 -0.291 -0.044 0.220 0.018
Cl -1.630671 2.770870 3.592398 0.112 0.043 -0.005 0.000
H 0.403955 3.919412 3.316392 0.015 0.001 -0.054 0.002
H 0.605465 2.355534 4.177838 0.042 -0.050 -0.041 0.000
```
Positions in Å, forces in eV/Å.